1.
The following is a DFT calculation (wB97M-V/def2-TZVPD) of a cluster of 2 separate species, C7H16Si in total.

Cartesian coordinates (Å):
C (-2.707, -1.195, 1.623)
C (-2.047, -0.838, 0.530)
C (2.332, 0.719, 0.113)
C (0.203, 1.226, -1.265)
C (0.359, 1.885, 1.077)
C (0.129, -2.366, -1.675)
C (0.769, 0.746, 0.050)
Si (-0.114, -0.975, 0.451)
H (-3.759, -0.836, 1.779)
H (-2.263, -1.886, 2.191)
H (-2.390, -0.099, -0.281)
H (2.559, 0.015, 1.030)
H (2.622, 0.251, -0.901)
H (2.821, 1.753, 0.143)
H (-0.792, 1.287, -1.204)
H (0.388, 0.566, -2.195)
H (0.568, 2.166, -1.747)
H (-0.593, 1.801, 1.283)
H (0.926, 1.861, 2.116)
H (0.570, 2.758, 0.615)
H (1.027, -2.089, -2.216)
H (-0.067, -3.245, -1.251)
H (-0.699, -1.934, -2.164)
H (0.159, -1.569, 1.900)

Values from the calculation:
**⟨S²⟩**: 2.0072
**HOMO level (alpha / beta)**: -5.0 / -10.0 eV
**ΔE to the lowest compared entry with this formula, charge and spin**: 0.550 eV
**2S+1**: 3
**LUMO level (alpha / beta)**: 0.03202 / -0.07324 Ha

***

2.
The following is a DFT calculation (wB97M-V/def2-TZVPD) of a structure of composition C19H41Br10N3O3.

Cartesian coordinates (Å):
Br (-1.684, 3.250, 5.654)
C (-2.249, 2.976, 3.851)
C (-0.965, 2.442, 3.159)
Br (0.597, 3.664, 3.271)
H (-2.700, 3.947, 3.650)
H (-3.205, 2.453, 3.877)
H (-1.056, 2.332, 2.078)
H (-0.732, 1.422, 3.464)
Br (-3.489, -2.081, -0.232)
C (-3.577, -0.778, -1.797)
C (-4.479, 0.410, -1.355)
Br (-4.559, 1.826, -2.769)
H (-4.001, -1.278, -2.668)
H (-2.579, -0.370, -1.953)
H (-4.006, 0.880, -0.492)
H (-5.489, 0.243, -0.979)
Br (-0.019, -3.388, 3.931)
C (1.771, -3.268, 3.159)
C (1.592, -3.171, 1.670)
Br (3.145, -4.054, 0.821)
H (2.512, -4.030, 3.399)
H (2.165, -2.300, 3.468)
H (1.599, -2.140, 1.316)
H (0.674, -3.632, 1.308)
Br (1.520, 2.114, -4.137)
C (0.858, 0.219, -4.233)
C (-0.516, 0.107, -3.625)
Br (-1.120, -1.784, -3.580)
H (1.565, -0.438, -3.726)
H (0.808, -0.095, -5.276)
H (-1.328, 0.634, -4.125)
H (-0.548, 0.489, -2.605)
Br (-2.069, 1.410, -0.878)
C (-0.695, 0.184, -0.390)
C (0.252, 0.835, 0.675)
Br (1.789, -0.332, 1.158)
H (-0.282, -0.149, -1.342)
H (-1.312, -0.657, -0.075)
H (-0.279, 1.107, 1.587)
H (0.641, 1.749, 0.226)
C (1.734, -1.419, -1.407)
O (0.559, -1.876, -1.397)
N (2.554, -1.822, -2.439)
C (3.879, -1.183, -2.590)
C (2.088, -2.696, -3.604)
H (2.208, -0.701, -0.720)
H (4.469, -2.098, -2.552)
H (4.164, -0.601, -1.714)
H (3.954, -0.557, -3.479)
H (2.830, -3.431, -3.914)
H (1.220, -3.251, -3.249)
H (1.711, -2.118, -4.448)
C (-2.855, -0.053, 2.473)
O (-1.844, 0.646, 2.354)
N (-2.808, -1.400, 2.623)
C (-1.552, -2.201, 2.741)
C (-4.073, -2.069, 2.403)
H (-3.886, 0.329, 2.404)
H (-1.362, -2.363, 3.802)
H (-0.607, -1.752, 2.434)
H (-1.659, -3.233, 2.407)
H (-4.226, -2.260, 1.341)
H (-4.018, -3.089, 2.782)
H (-4.939, -1.697, 2.951)
C (4.119, 2.520, -0.487)
O (4.487, 1.915, -1.471)
N (3.080, 3.255, -0.444)
C (2.028, 3.356, -1.476)
C (2.584, 3.980, 0.786)
H (4.746, 2.574, 0.416)
H (2.008, 4.318, -1.989)
H (1.139, 2.964, -0.983)
H (2.327, 2.727, -2.315)
H (3.265, 3.682, 1.584)
H (2.590, 5.066, 0.689)
H (1.534, 3.789, 1.007)

Values from the calculation:
**HOMO level**: -9.0 eV
**ΔE to the lowest compared entry with this formula, charge and spin**: 11.445 eV
**LUMO level**: 0.00493 Ha

***

3.
The following is a DFT calculation (wB97M-V/def2-TZVPD) of a cluster of 2 separate species, C28H28N3OPS in total.

Cartesian coordinates (Å):
C (-0.592, -5.684, 0.065)
C (-0.984, -4.113, -0.085)
C (-1.682, -3.333, 1.067)
C (-2.041, -1.828, 0.889)
C (-1.646, -1.125, -0.470)
C (-1.962, 0.456, -0.671)
C (-0.602, 1.331, -0.523)
C (-0.284, 2.562, -1.439)
N (-1.312, 2.887, -2.477)
C (1.068, 3.416, -1.328)
P (1.377, 4.896, -2.508)
C (0.922, 6.533, -1.607)
O (3.061, 4.954, -2.951)
C (2.115, 3.019, -0.256)
C (3.537, 3.723, -0.027)
C (4.653, 2.646, -0.503)
C (5.816, 2.125, 0.383)
C (6.776, 1.047, -0.226)
C (6.621, 0.460, -1.662)
C (5.441, 1.024, -2.538)
C (4.462, 2.097, -1.976)
C (1.795, 1.787, 0.708)
N (2.647, 1.279, 1.747)
S (1.903, -0.051, 2.551)
N (0.460, -0.061, 1.592)
C (0.450, 0.958, 0.581)
C (-0.929, -1.904, -1.614)
C (-0.597, -3.411, -1.435)
H (-0.357, -5.948, 1.160)
H (-1.415, -6.364, -0.380)
H (0.394, -5.823, -0.517)
H (-1.938, -3.838, 2.062)
H (-2.543, -1.223, 1.720)
H (-2.676, 0.848, 0.142)
H (-2.468, 0.593, -1.686)
H (-2.027, 3.521, -2.095)
H (-0.861, 3.260, -3.324)
H (-0.195, 6.491, -1.335)
H (1.564, 6.728, -0.681)
H (1.043, 7.449, -2.307)
H (3.333, 5.907, -3.037)
H (3.650, 4.743, -0.525)
H (3.680, 3.821, 1.113)
H (5.897, 2.542, 1.446)
H (7.619, 0.641, 0.430)
H (7.313, -0.351, -2.107)
H (5.319, 0.587, -3.592)
H (3.600, 2.455, -2.639)
H (-0.646, -1.389, -2.597)
H (-0.065, -3.964, -2.294)
C (-6.361, -3.813, 4.216)
C (-5.902, -2.642, 3.620)
C (-5.270, -2.693, 2.381)
C (-5.092, -3.916, 1.740)
C (-5.543, -5.087, 2.341)
C (-6.179, -5.036, 3.578)
H (-6.860, -3.772, 5.179)
H (-6.038, -1.689, 4.121)
H (-4.915, -1.780, 1.915)
H (-4.602, -3.955, 0.773)
H (-5.400, -6.042, 1.844)
H (-6.532, -5.950, 4.045)

Values from the calculation:
**SMILES**: Cc1ccc(Cc2c(N)c(P(C)O)c(Cc3ccccc3)c3nsnc23)cc1.c1ccccc1
**HOMO level**: -8.0 eV
**LUMO level**: -0.03980 Ha

***

Number 1: largest force on an atom 6.22 eV Å⁻¹. Number 2: largest force on an atom 9.22 eV Å⁻¹. Number 3: largest force on an atom 6.14 eV Å⁻¹.